1.
The following is a quantum chemistry calculation of a molecular structure, C11H20IrN4O5 at a distorted geometry, from the Open Molecules 2025 dataset.

Structure (XYZ):
```
41
Properties=species:S:1:pos:R:3:forces:R:3
Ir -0.040 0.157 -0.098 -0.3799 -0.2414 0.2616
O 2.931 -2.212 -1.342 0.0262 0.0014 0.0218
O 0.594 1.314 1.656 0.0662 -0.4761 -0.0683
O -0.932 -1.109 1.588 -0.5777 0.4546 -0.0606
O 1.048 -1.538 -0.367 0.9182 0.3059 0.5150
O 2.116 2.731 -2.363 0.0699 0.0985 -0.0405
N -1.236 -0.827 -1.404 0.3757 0.1328 -0.2031
N 1.492 1.030 -0.956 -0.5408 -0.3336 -0.4862
N -1.000 1.978 -0.698 0.1285 -0.1386 0.1245
N -0.835 -1.824 -2.203 0.0215 0.1290 0.1215
C 0.079 2.945 -1.077 0.0096 -0.1903 -0.2029
C 1.336 2.207 -1.603 -0.0625 0.1814 0.4693
C -0.442 -0.587 2.826 0.2932 -0.1525 -0.1128
C -1.868 -2.334 -2.884 0.0558 -0.0399 0.0138
C 2.248 -1.314 -0.936 -0.3078 -0.0308 -0.1699
C -0.970 -2.544 1.571 0.0245 -0.0106 -0.1174
C -2.551 -0.694 -1.582 -0.0031 0.0000 -0.1166
C -0.325 0.907 2.694 -0.1425 0.2553 -0.0141
C 2.659 0.156 -1.039 -0.0880 0.2211 0.1113
C 1.957 1.490 2.093 0.0554 -0.0740 0.0393
C -2.996 -1.627 -2.519 -0.0180 -0.0068 0.0205
H -1.708 2.413 -0.113 0.1392 0.1491 0.0514
H 0.122 -2.137 -2.082 -0.0208 -0.1354 -0.0679
H 0.377 3.480 -0.177 0.0373 0.0541 -0.0247
H 3.294 0.327 -0.160 0.1351 0.0316 -0.1122
H -1.731 -3.157 -3.565 -0.0049 0.0029 -0.0074
H -1.295 1.313 2.404 0.0240 0.0610 0.0250
H -4.000 -1.773 -2.873 -0.0007 0.0057 -0.0047
H -0.278 3.657 -1.817 0.0307 0.0157 -0.0120
H 2.363 0.553 2.478 -0.0033 0.0008 -0.0095
H 0.526 -1.047 3.051 -0.0054 -0.0058 -0.0031
H -1.343 -2.843 0.596 -0.0218 0.0063 0.0127
H 3.264 0.372 -1.917 -0.0944 -0.2093 -0.0995
H 0.032 -2.948 1.711 0.0010 0.0008 0.0048
H -0.021 1.368 3.634 0.0050 -0.0555 0.0279
H -1.142 -0.833 3.629 0.0113 0.0209 0.0188
H -1.647 -2.889 2.353 0.0101 -0.0131 0.0014
H -1.472 1.717 -1.561 -0.1099 -0.0155 0.0731
H 2.521 1.815 1.225 -0.0241 0.0249 0.0158
H 1.980 2.260 2.862 -0.0113 -0.0044 0.0033
H -3.106 0.047 -1.032 -0.0217 -0.0200 0.0004
```
Forces are in eV/Å.

Calculated values
ΔE to the lowest compared entry with this formula, charge and spin   21.2 kcal/mol
Kohn-Sham gap   8.6 eV
Total charge   +1
E_LUMO   -2.926 eV

---

2.
The following is a quantum chemistry calculation of 2 unconnected molecules or ions with the total composition C5H15N2, from the Open Molecules 2025 dataset.

Structure (XYZ):
```
22
Properties=species:S:1:pos:R:3:forces:R:3
N -1.121 -0.147 -1.179 0.4061 -0.1530 0.5049
N 0.809 -1.432 0.386 0.0751 -0.2174 0.2683
C 0.960 -1.120 1.812 -0.3209 0.4203 0.2100
C 1.623 0.237 2.049 0.0007 -0.3012 0.0485
C -1.984 2.163 -1.711 -0.0980 -0.3528 0.4452
C -0.877 1.324 -1.108 0.5209 0.3398 0.0384
C 1.372 -2.483 -0.034 -0.1099 0.1302 -0.3059
H 1.968 -3.132 0.604 0.0553 -0.0038 0.0615
H -1.700 3.209 -1.653 0.0124 0.0776 -0.1211
H 1.345 0.631 3.025 -0.0084 -0.0151 0.0136
H -0.715 1.546 -0.056 -0.2140 0.0685 0.1236
H 2.706 0.130 2.034 0.0303 0.0962 -0.1241
H -0.373 -0.662 -0.572 -0.0655 0.0902 -0.0939
H -2.043 -0.389 -0.823 -0.0940 -0.0147 -0.0632
H 0.088 1.511 -1.580 -0.0913 -0.1270 -0.1674
H -2.893 2.041 -1.119 -0.0863 0.0460 -0.1259
H 1.335 0.961 1.293 -0.0551 0.1289 -0.1019
H -0.046 -1.139 2.238 -0.0322 0.1378 -0.0411
H -1.036 -0.494 -2.125 -0.1521 -0.0736 -0.3462
H -2.193 1.893 -2.744 0.0457 0.0621 -0.0979
H 1.258 -2.761 -1.078 0.0513 -0.0612 -0.0265
H 1.517 -1.887 2.343 0.1298 -0.2780 -0.0992
```
Forces are in eV/Å.

Calculated values
ΔE to the lowest compared entry with this formula, charge and spin   16.3 kcal/mol
Kohn-Sham gap   11.5 eV
Total charge   +1
E_LUMO   -3.005 eV

---

3.
The following is a quantum chemistry calculation of a single C2HCl4NO2 molecule at a distorted geometry, from the Open Molecules 2025 dataset.

Structure (XYZ):
```
10
Properties=species:S:1:pos:R:3:forces:R:3
Cl 1.083 -0.588 -1.898 0.3734 0.4916 0.2103
Cl 2.046 -0.225 0.843 0.5777 -0.2551 0.2653
Cl 1.423 2.089 -0.722 0.2019 0.1362 -0.3537
Cl -0.570 1.310 1.597 -0.3308 -0.7880 -1.3459
O -0.254 -1.995 0.348 0.5609 -0.2232 -0.2449
O -2.161 -1.071 0.587 0.0669 0.5525 -0.4851
N -0.983 -1.047 0.306 -0.1988 0.0368 0.8182
C -0.405 0.369 -0.031 -2.3838 -0.2020 3.9040
C 1.008 0.415 -0.377 0.9332 -0.4335 -1.9019
H -1.187 0.743 -0.653 0.1993 0.6848 -0.8663
```
Forces are in eV/Å.

Calculated values
ΔE to the lowest compared entry with this formula, charge and spin   1.6 kcal/mol
Kohn-Sham gap   10.7 eV
SMILES   O=[N+]([O-])[C@@H](Cl)C(Cl)(Cl)Cl
E_LUMO   -0.639 eV

---

4.
The following is a quantum chemistry calculation of a single C4H7NO2 molecule at a distorted geometry, from the Open Molecules 2025 dataset.

Structure (XYZ):
```
14
Properties=species:S:1:pos:R:3:forces:R:3
O -1.895 1.082 1.823 0.7050 0.2115 1.2092
O 0.982 0.845 -1.709 -2.5622 1.7809 -1.8652
N -1.248 -0.053 -1.807 0.6919 0.0032 0.3046
C 0.363 -0.864 -0.106 -2.0976 1.1021 -0.6729
C 0.101 -0.303 -1.557 0.2161 1.1510 1.4495
C -1.197 0.828 0.760 -1.4396 0.4945 -1.4132
C 0.100 0.259 0.957 2.2011 -0.8082 -0.1768
H 1.324 -1.289 -0.149 1.2734 -0.3948 0.6379
H 0.553 0.133 1.970 -0.7184 -0.4334 -0.4930
H 0.348 1.462 -2.262 2.1104 -1.3584 1.5934
H 0.493 -0.998 -2.280 -0.2659 -0.9830 -0.4887
H -2.672 1.649 1.695 0.1153 -0.4822 -0.6572
H -0.408 -1.593 -0.024 -0.2171 -1.1092 0.3536
H 0.744 0.991 0.463 -0.0124 0.8259 0.2188
```
Forces are in eV/Å.

Calculated values
ΔE to the lowest compared entry with this formula, charge and spin   178.3 kcal/mol
Kohn-Sham gap (alpha / beta)   7.8 / 7.9 eV
E_LUMO (alpha / beta)   -0.571 / -0.453 eV

---

5.
The following is a quantum chemistry calculation of a gas-phase ion, C6H10N (charge +1) at a distorted geometry, from the Open Molecules 2025 dataset.

Structure (XYZ):
```
17
Properties=species:S:1:pos:R:3:forces:R:3
N 0.366 1.574 -1.532 -0.7209 1.7365 -0.5041
C 1.455 0.072 0.099 1.9452 -0.8010 1.4421
C -0.812 -0.652 -0.973 0.3904 -1.0246 -0.5782
C -0.989 -1.170 0.290 3.5742 -0.5115 -0.2194
C -1.611 -1.740 1.478 0.3482 0.2401 3.1945
C 0.307 -0.748 -0.151 -4.6551 0.3274 0.1319
C 0.952 1.487 -0.223 -2.5425 0.3909 2.3079
H 1.825 0.004 1.204 -0.5822 0.0825 -2.1143
H -1.296 -2.691 2.032 0.3042 0.5892 -2.0763
H 2.254 -0.265 -0.583 0.0627 0.4423 0.2807
H 1.760 2.136 0.079 0.2130 0.5847 -0.3084
H -1.146 -0.401 -2.015 0.0727 -0.3817 1.5560
H -2.650 -1.825 1.318 -1.2834 0.0152 0.2091
H -0.090 2.512 -1.817 1.4589 -2.1666 0.7605
H 0.049 1.655 0.555 2.0604 -0.0105 -1.4906
H 0.999 1.197 -2.223 0.0271 0.5252 -0.4702
H -1.371 -1.146 2.462 -0.6728 -0.0379 -2.1212
```
Forces are in eV/Å.

Calculated values
ΔE to the lowest compared entry with this formula, charge and spin   59.4 kcal/mol
Kohn-Sham gap   9.4 eV
Total charge   +1
E_LUMO   -4.282 eV

---

6.
The following is a quantum chemistry calculation of 2 unconnected molecules or ions with the total composition C5H15NO at a distorted geometry, from the Open Molecules 2025 dataset.

Structure (XYZ):
```
22
Properties=species:S:1:pos:R:3:forces:R:3
O 3.113 1.609 5.143 -0.1227 -0.2830 -0.1680
N -0.703 0.074 -0.075 0.4314 1.9575 -1.3431
C -1.027 -0.482 -1.397 -0.2538 -1.8065 0.9676
C -1.149 -2.046 -1.273 0.5426 0.6969 -0.0230
C 0.031 -0.118 -2.416 0.1683 0.8592 -0.6510
C -1.342 1.359 0.193 -0.0276 -0.3152 0.7368
C 0.639 -0.028 0.411 0.3591 -0.9094 0.8086
H 2.661 0.789 4.897 0.2609 0.2504 0.2373
H -2.417 1.244 0.340 0.0372 -0.0202 -0.2771
H -2.066 -2.320 -1.775 -0.1451 -0.3535 0.1108
H 0.642 0.023 1.500 -0.1402 0.0132 0.0550
H -0.909 1.819 1.074 0.0180 -0.0582 0.1376
H 0.997 -0.552 -2.155 -0.1052 -0.0165 -0.1701
H 1.257 0.816 0.082 -0.2186 -0.0051 -0.2630
H -2.022 -0.131 -1.620 -0.1012 0.4974 -0.2617
H -0.309 -2.519 -1.772 0.0283 -0.0833 -0.1131
H 1.084 -0.973 0.110 0.0556 0.0711 -0.0866
H -1.114 1.994 -0.664 -0.2356 0.0601 -0.1760
H -0.286 -0.466 -3.395 -0.0295 -0.5407 0.0588
H -1.127 -2.381 -0.235 -0.3579 0.0186 -0.0879
H 0.153 0.956 -2.614 -0.0222 -0.0432 0.5740
H 3.895 1.335 5.639 -0.1418 0.0105 -0.0659
```
Forces are in eV/Å.

Calculated values
ΔE to the lowest compared entry with this formula, charge and spin   7.9 kcal/mol
Kohn-Sham gap (alpha / beta)   11.0 / 6.6 eV
Total charge   +1
2S+1   2
Expectation value of S²   0.75
E_LUMO (alpha / beta)   -2.789 / -7.190 eV

---

Repeat the fifth record exactly.
The following is a quantum chemistry calculation of a gas-phase ion, C6H10N (charge +1) at a distorted geometry, from the Open Molecules 2025 dataset.

Structure (XYZ):
```
17
Properties=species:S:1:pos:R:3:forces:R:3
N 0.366 1.574 -1.532 -0.7209 1.7365 -0.5041
C 1.455 0.072 0.099 1.9452 -0.8010 1.4421
C -0.812 -0.652 -0.973 0.3904 -1.0246 -0.5782
C -0.989 -1.170 0.290 3.5742 -0.5115 -0.2194
C -1.611 -1.740 1.478 0.3482 0.2401 3.1945
C 0.307 -0.748 -0.151 -4.6551 0.3274 0.1319
C 0.952 1.487 -0.223 -2.5425 0.3909 2.3079
H 1.825 0.004 1.204 -0.5822 0.0825 -2.1143
H -1.296 -2.691 2.032 0.3042 0.5892 -2.0763
H 2.254 -0.265 -0.583 0.0627 0.4423 0.2807
H 1.760 2.136 0.079 0.2130 0.5847 -0.3084
H -1.146 -0.401 -2.015 0.0727 -0.3817 1.5560
H -2.650 -1.825 1.318 -1.2834 0.0152 0.2091
H -0.090 2.512 -1.817 1.4589 -2.1666 0.7605
H 0.049 1.655 0.555 2.0604 -0.0105 -1.4906
H 0.999 1.197 -2.223 0.0271 0.5252 -0.4702
H -1.371 -1.146 2.462 -0.6728 -0.0379 -2.1212
```
Forces are in eV/Å.

Calculated values
ΔE to the lowest compared entry with this formula, charge and spin   59.4 kcal/mol
Kohn-Sham gap   9.4 eV
Total charge   +1
E_LUMO   -4.282 eV